[1]
DFT (ωB97M-V with the def2-TZVPD basis set) results for a cluster of 2 separate species, C29H39F5N2O5S in total in a non-equilibrium geometry.

Results
**E_tot**: -68315.969 eV
**HOMO energy**: -5.40 eV
**Total charge**: 0

The geometry in XYZ format:
```
81
C29H39F5N2O5S, DFT ωB97M-V with the def2-TZVPD basis set
C 8.200 -1.166 1.138
C 6.961 -1.839 0.257
O 6.012 -0.781 -0.122
C 5.585 -0.902 -1.533
O 6.445 -0.969 -2.582
C 3.984 -0.968 -1.909
C 3.031 -0.322 -0.697
C 1.756 0.566 -1.319
C 0.304 -0.208 -1.117
C -0.039 -1.284 -2.339
C -1.438 -2.117 -2.281
C -1.790 -3.170 -3.482
O -1.685 -4.502 -3.254
O -2.196 -2.801 -4.869
C -2.392 -1.840 -0.935
C -3.793 -2.711 -0.944
S -3.403 -4.306 0.010
C -4.969 -5.208 0.500
C -6.232 -4.980 -0.530
C -1.948 -0.775 0.277
C -2.860 -0.541 1.618
F -2.060 -0.563 2.904
F -3.923 -1.532 1.881
C -3.657 0.930 1.566
C -3.804 1.860 0.225
C -4.627 3.303 0.418
C -5.267 3.793 1.873
C -5.120 2.864 3.216
C -5.659 3.223 4.721
F -4.600 3.827 5.597
F -6.024 1.922 5.367
F -6.843 4.111 4.772
C -4.310 1.417 3.022
N -0.627 0.009 0.096
C -0.108 1.057 1.070
C 1.076 0.428 2.072
C 2.175 1.575 2.482
C 1.539 3.008 2.961
N 0.232 2.905 3.723
H 7.824 -0.724 2.158
H 8.819 -0.391 0.501
H 8.933 -2.061 1.419
H 6.458 -2.635 0.984
H 7.468 -2.387 -0.645
H 3.681 -2.119 -1.992
H 3.849 -0.428 -2.937
H 2.678 -1.243 -0.063
H 3.707 0.442 -0.125
H 1.976 0.594 -2.492
H 1.764 1.682 -0.977
H 0.689 -1.471 -3.251
H -2.009 -1.797 -4.898
H -4.148 -3.050 -2.009
H -4.718 -2.116 -0.477
H -5.231 -4.913 1.604
H -4.695 -6.368 0.512
H -7.164 -5.520 -0.029
H -6.400 -3.826 -0.699
H -6.020 -5.571 -1.537
H -3.356 1.533 -0.806
H -4.771 4.083 -0.471
H -5.829 4.834 2.013
H -4.175 0.751 3.978
H 0.259 2.057 0.530
H -0.941 1.455 1.827
H 1.527 -0.569 1.660
H 0.516 0.134 3.084
H 2.823 1.147 3.380
H 2.914 1.738 1.589
H 1.361 3.776 2.085
H 2.325 3.479 3.725
H 0.228 3.611 4.511
H -0.550 3.248 3.088
C 3.977 1.872 -5.389
C 4.092 2.990 -4.337
O 3.429 2.583 -3.267
H 2.934 1.679 -5.671
H 4.513 2.163 -6.300
H 4.418 0.931 -5.036
H 3.750 3.903 -4.849
H 5.171 3.187 -4.242
```

---

[2]
DFT (ωB97M-V with the def2-TZVPD basis set) results for a structure of composition C29H39N2O2OsP2 in a non-equilibrium geometry.

Results
**E_tot**: -58816.755 eV
**<S²>**: 6.067
**HOMO energy (alpha / beta)**: -6.80 / -11.03 eV
**ΔE to the lowest compared entry with this formula, charge and spin**: 0.0 kcal per mole
**Total charge**: +1
**Spin multiplicity**: 5

The geometry in XYZ format:
```
75
C29H39N2O2OsP2, DFT ωB97M-V with the def2-TZVPD basis set
C 3.262 -1.418 -2.248
C 2.371 -0.710 -1.455
N 1.332 -1.332 -0.837
C 1.228 -2.676 -0.898
C 2.176 -3.445 -1.550
C 3.195 -2.804 -2.251
C 2.668 0.733 -1.123
P 1.312 1.506 -0.082
Os 0.044 -0.213 0.560
P -1.165 -2.194 0.376
C 0.144 -3.368 -0.120
C -1.137 1.396 1.293
C -0.718 2.238 2.328
C -1.676 2.944 3.058
C -3.030 2.883 2.723
C -3.428 2.122 1.622
C -2.489 1.417 0.869
O 0.991 1.986 -5.967
O -1.678 -0.953 -3.599
H 4.032 -0.878 -2.802
H 2.090 -4.532 -1.480
H 3.954 -3.397 -2.752
C 2.530 2.426 0.938
C 0.497 2.824 -1.059
H -0.315 -4.130 -0.761
H 0.541 -3.902 0.762
H 2.858 1.323 -2.023
H 3.621 0.778 -0.587
C -1.966 -2.903 1.811
C -2.396 -2.421 -0.919
H 0.345 2.303 2.577
H -1.338 3.562 3.886
H -3.767 3.420 3.331
H -4.481 2.071 1.347
H -2.814 0.860 -0.019
H -1.056 -0.718 -4.298
H -2.024 -0.043 -3.359
H 0.632 1.591 -5.161
H 1.768 1.352 -6.080
H -1.657 -0.584 0.671
H 3.286 2.851 0.274
H 2.019 3.215 1.480
H 3.016 1.735 1.626
H 1.182 3.681 -1.185
H 0.180 2.421 -2.030
H -0.395 3.136 -0.493
H -2.672 -3.478 -0.970
H -3.282 -1.829 -0.677
H -2.019 -2.094 -1.893
H -2.437 -3.855 1.570
H -1.277 -3.069 2.632
H -2.736 -2.226 2.175
C 4.393 -3.584 1.775
C 4.457 -2.279 1.277
C 3.424 -1.385 1.518
C 2.254 -1.790 2.185
C 2.226 -3.091 2.751
C 3.264 -3.986 2.504
N 1.145 -0.932 2.323
C 0.690 -0.743 3.642
C -0.692 -0.583 3.904
C -1.162 -0.440 5.209
C -0.279 -0.449 6.289
C 1.090 -0.580 6.046
C 1.580 -0.725 4.753
H 5.212 -4.288 1.597
H 5.323 -1.965 0.697
H 3.491 -0.358 1.163
H 1.351 -3.390 3.338
H 3.198 -5.003 2.895
H -1.403 -0.527 3.060
H -2.228 -0.314 5.371
H -0.651 -0.375 7.307
H 1.797 -0.562 6.867
H 2.655 -0.816 4.555
```

---

[3]
DFT (ωB97M-V with the def2-TZVPD basis set) results for a structure of composition C29H39O3S2SiTeTi.

Results
**E_tot**: -96799.780 eV
**HOMO energy**: -10.07 eV
**ΔE to the lowest compared entry with this formula, charge and spin**: 8.5 kcal per mole
**Total charge**: +1

The geometry in XYZ format:
```
76
C29H39O3S2SiTeTi, DFT ωB97M-V with the def2-TZVPD basis set
Ti -0.407 0.158 -0.040
C -2.151 2.329 -1.916
C -1.317 1.694 -0.856
O -0.030 1.870 -0.823
H -2.082 3.416 -1.866
H -3.193 2.026 -1.849
H -1.748 1.992 -2.875
C -1.823 -3.611 1.586
S -1.808 -1.887 2.032
C -1.459 -2.085 3.770
O -0.478 -1.343 1.460
H -2.657 -4.075 2.113
H -0.874 -4.068 1.861
H -1.976 -3.680 0.512
H -0.505 -2.598 3.884
H -2.270 -2.657 4.217
H -1.420 -1.094 4.216
C 3.407 4.830 3.276
C 2.131 4.161 2.845
C 1.690 2.993 3.447
C 0.502 2.373 3.071
C 0.093 1.115 3.787
C -0.266 2.940 2.049
Te -2.060 1.983 1.413
C 0.141 4.140 1.443
C -0.644 4.837 0.367
C 1.338 4.719 1.851
H 3.937 4.233 4.017
H 3.200 5.806 3.718
H 4.069 4.993 2.425
H 2.275 2.561 4.253
H 0.788 0.890 4.597
H 0.083 0.269 3.097
H -0.905 1.214 4.217
H -0.490 4.335 -0.588
H -0.308 5.867 0.260
H -1.712 4.845 0.586
H 1.651 5.646 1.383
O 1.599 0.272 0.406
S 2.626 -0.677 1.040
C 3.933 0.462 1.531
C 4.695 0.785 0.253
C 4.913 -0.569 -0.422
C 3.565 -1.294 -0.395
H 4.552 -0.069 2.258
H 3.436 1.304 2.014
H 5.634 1.291 0.471
H 4.093 1.442 -0.377
H 5.653 -1.142 0.138
H 5.276 -0.472 -1.444
H 3.644 -2.378 -0.335
H 2.927 -1.025 -1.238
C -0.518 -5.912 -1.858
C -1.687 -5.394 -2.406
C -1.913 -4.026 -2.384
C -0.987 -3.151 -1.800
C 0.182 -3.693 -1.265
C 0.418 -5.060 -1.290
Si -1.367 -1.323 -1.737
C -2.495 -0.855 -3.141
C -1.980 -0.780 -4.441
C -2.775 -0.385 -5.504
C -4.109 -0.058 -5.290
C -4.641 -0.136 -4.011
C -3.838 -0.531 -2.949
H -0.335 -6.978 -1.885
H -2.413 -6.055 -2.860
H -2.821 -3.631 -2.829
H 0.906 -3.028 -0.803
H 1.332 -5.463 -0.873
H -2.245 -1.017 -0.470
H -0.941 -1.033 -4.631
H -2.358 -0.333 -6.501
H -4.733 0.252 -6.117
H -5.680 0.112 -3.840
H -4.268 -0.584 -1.955
```

---

[4]
DFT (ωB97M-V with the def2-TZVPD basis set) results for a structure of composition C29H40AsClN4O2S3SiTa in a non-equilibrium geometry.

Results
**E_tot**: -156051.490 eV
**HOMO energy**: -15.41 eV
**ΔE to the lowest compared entry with this formula, charge and spin**: 23.1 kcal per mole
**Total charge**: +3

The geometry in XYZ format:
```
82
C29H40AsClN4O2S3SiTa, DFT ωB97M-V with the def2-TZVPD basis set
Ta -0.359 0.384 -0.050
O 4.162 3.621 -1.583
C 4.369 3.052 -0.387
C 5.561 3.358 0.266
C 5.830 2.825 1.505
C 4.925 1.958 2.140
C 3.757 1.641 1.507
C 3.452 2.182 0.235
C 2.221 1.836 -0.405
O 1.341 1.011 0.264
N 1.797 2.233 -1.535
N 0.549 1.707 -1.889
C 0.337 2.037 -3.162
S 1.527 2.937 -4.013
C 0.509 3.262 -5.477
C -0.386 2.066 -5.685
S -1.079 1.630 -4.061
H 3.315 3.327 -1.953
H 6.258 4.019 -0.233
H 6.764 3.074 1.993
H 5.156 1.544 3.112
H 3.060 0.955 1.970
H 1.184 3.407 -6.320
H -0.052 4.178 -5.306
H 0.161 1.202 -6.055
H -1.220 2.284 -6.350
C -1.054 -5.371 3.321
Si -1.070 -3.658 4.001
C 0.637 -3.028 4.347
C -2.147 -3.439 5.485
C -1.955 -2.590 2.645
C -3.337 -2.807 2.473
C -4.090 -2.090 1.556
C -3.462 -1.118 0.801
N -2.157 -0.875 0.942
C -1.447 -1.607 1.824
S 0.246 -1.079 1.728
H -0.667 -6.070 4.068
H -0.409 -5.436 2.441
H -2.054 -5.712 3.040
H 1.038 -3.623 5.173
H 0.642 -1.984 4.671
H 1.326 -3.147 3.506
H -1.688 -3.941 6.341
H -3.144 -3.869 5.359
H -2.255 -2.382 5.740
H -3.833 -3.562 3.075
H -5.150 -2.270 1.432
H -4.009 -0.516 0.087
Cl -5.229 0.692 -3.072
C -3.796 -0.186 -2.786
C -3.543 -1.399 -3.415
C -2.347 -2.053 -3.157
C -1.446 -1.488 -2.281
N -1.704 -0.313 -1.675
C -2.856 0.329 -1.922
H -4.273 -1.819 -4.096
H -2.116 -2.999 -3.628
H -0.502 -1.976 -2.058
H -3.038 1.272 -1.418
C -1.772 1.550 3.816
C -2.410 2.255 2.622
As -1.141 2.602 1.193
C 0.383 3.471 2.007
C -0.036 4.731 2.756
C -1.908 3.918 -0.031
C -3.061 4.698 0.591
H -2.543 1.324 4.552
H -1.029 2.178 4.307
H -1.292 0.611 3.539
H -2.801 3.231 2.897
H -3.226 1.675 2.193
H 1.073 3.699 1.195
H 0.861 2.737 2.654
H -0.492 5.471 2.100
H 0.857 5.187 3.185
H -0.723 4.521 3.576
H -2.222 3.404 -0.939
H -1.064 4.555 -0.293
H -3.933 4.071 0.772
H -3.356 5.483 -0.105
H -2.782 5.180 1.525
```

---

[5]
DFT (ωB97M-V with the def2-TZVPD basis set) results for a cluster of 4 separate species, C29H40BF3N3O2 in total in a non-equilibrium geometry.

Results
**E_tot**: -48115.405 eV
**<S²>**: 0.754
**HOMO energy (alpha / beta)**: -8.06 / -8.52 eV
**Total charge**: 0
**Spin multiplicity**: 2

The geometry in XYZ format:
```
78
C29H40BF3N3O2, DFT ωB97M-V with the def2-TZVPD basis set
C 1.494 -3.757 3.676
C 0.415 -3.369 4.680
N 0.064 -1.963 4.712
C -0.448 -1.290 3.506
B -1.452 -0.162 4.076
N -2.490 -0.524 5.006
O -1.382 1.167 3.718
C 0.735 -0.544 2.830
C 0.598 -0.180 1.328
C 1.768 -0.809 0.553
C 0.764 1.330 1.133
N -0.704 -0.560 0.739
O -1.618 0.341 0.768
C -1.180 -1.918 1.039
C -0.335 -2.994 0.350
C -2.590 -2.050 0.436
C -1.293 -2.186 2.562
H 1.326 -4.792 3.392
H 1.478 -3.181 2.764
H 2.472 -3.736 4.139
H -0.467 -3.994 4.502
H 0.761 -3.651 5.667
H -0.376 -1.679 5.571
H -3.397 -0.149 4.763
H -2.533 -1.522 5.175
H -1.287 1.749 4.491
H 0.947 0.372 3.362
H 1.629 -1.142 2.944
H 1.672 -0.617 -0.508
H 2.665 -0.345 0.934
H 1.851 -1.873 0.745
H 0.131 1.903 1.795
H 0.498 1.583 0.113
H 1.806 1.594 1.275
H 0.013 -2.658 -0.620
H 0.537 -3.276 0.930
H -0.938 -3.883 0.244
H -2.545 -1.736 -0.601
H -2.880 -3.095 0.443
H -3.326 -1.484 0.988
H -1.123 -3.251 2.693
H -2.337 -2.032 2.803
F 3.673 4.523 1.101
C 2.899 5.075 0.144
C 1.570 5.324 0.418
C 0.774 5.883 -0.569
C 1.308 6.162 -1.818
C 2.645 5.897 -2.075
C 3.456 5.360 -1.087
H 1.164 5.072 1.389
H -0.271 6.080 -0.368
H 0.678 6.573 -2.596
H 3.054 6.096 -3.057
H 4.501 5.144 -1.268
F 2.417 3.239 -3.988
C 2.214 1.909 -3.910
C 2.858 1.205 -2.912
C 2.647 -0.162 -2.816
C 1.798 -0.803 -3.707
C 1.158 -0.074 -4.701
C 1.366 1.294 -4.809
H 3.513 1.725 -2.226
H 3.142 -0.728 -2.038
H 1.630 -1.868 -3.625
H 0.494 -0.570 -5.392
H 0.869 1.882 -5.569
F -0.875 -2.307 -4.322
C -2.048 -1.734 -3.980
C -2.291 -1.462 -2.649
C -3.491 -0.863 -2.299
C -4.428 -0.553 -3.276
C -4.162 -0.838 -4.608
C -2.960 -1.430 -4.969
H -1.547 -1.713 -1.905
H -3.693 -0.635 -1.261
H -5.364 -0.088 -2.998
H -4.892 -0.599 -5.369
H -2.730 -1.654 -6.002
```

---

[6]
DFT (ωB97M-V with the def2-TZVPD basis set) results for a structure of composition C29H40BN7NaO2S2.

Results
**E_tot**: -72016.410 eV
**HOMO energy**: -3.80 eV
**ΔE to the lowest compared entry with this formula, charge and spin**: 0.0 kcal per mole
**Total charge**: -1

The geometry in XYZ format:
```
82
C29H40BN7NaO2S2, DFT ωB97M-V with the def2-TZVPD basis set
Na -0.624 -1.770 0.391
C -2.671 0.239 1.408
N -1.660 1.038 2.064
C -1.341 2.331 1.491
C -0.138 2.740 2.322
N 0.450 1.463 2.696
C 1.368 1.528 3.809
C -0.493 0.450 2.534
N -0.411 -0.814 2.711
C 0.820 -1.440 3.148
C 0.750 -2.955 3.014
N 0.841 -3.371 1.623
C 0.785 -4.613 1.328
N 0.837 -5.053 0.012
C 0.502 -4.134 -1.053
C 0.261 -6.387 -0.050
C 0.650 -6.932 1.310
N 0.645 -5.737 2.141
C 1.289 -5.866 3.432
H -3.636 0.742 1.488
H -2.739 -0.731 1.896
H -2.443 0.100 0.344
H -2.179 3.023 1.591
H -1.084 2.237 0.428
H -0.450 3.296 3.219
H 0.578 3.345 1.761
H 2.039 2.372 3.644
H 1.977 0.635 3.886
H 0.849 1.688 4.766
H 1.018 -1.228 4.207
H 1.681 -1.088 2.563
H -0.195 -3.298 3.457
H 1.573 -3.353 3.617
H 1.098 -3.228 -0.962
H -0.566 -3.883 -1.053
H 0.742 -4.605 -2.007
H 0.684 -6.959 -0.876
H -0.830 -6.332 -0.146
H 1.654 -7.380 1.280
H -0.058 -7.670 1.690
H 1.243 -6.916 3.721
H 0.781 -5.290 4.202
H 2.344 -5.572 3.406
S -2.715 -4.773 1.387
C -3.313 -3.787 0.147
N -2.730 -2.753 -0.412
C -3.504 -2.174 -1.398
C -3.123 -1.072 -2.167
C -3.995 -0.590 -3.127
C -5.239 -1.188 -3.339
C -5.626 -2.287 -2.588
C -4.756 -2.775 -1.622
S -4.927 -4.115 -0.535
H -2.151 -0.613 -2.011
H -3.702 0.265 -3.725
H -5.907 -0.792 -4.095
H -6.589 -2.756 -2.750
C 1.241 6.110 -3.902
C 2.263 5.935 -2.778
C 2.069 7.083 -1.778
C 3.666 6.035 -3.392
C 2.108 4.591 -2.059
C 2.970 4.280 -1.005
C 2.890 3.077 -0.302
C 1.912 2.183 -0.682
O 1.604 0.970 -0.165
B 0.457 0.439 -0.883
O 0.177 1.450 -1.888
C 1.049 2.476 -1.725
C 1.125 3.663 -2.425
H 1.390 7.079 -4.383
H 0.218 6.079 -3.522
H 1.346 5.337 -4.665
H 2.178 8.048 -2.280
H 2.801 7.036 -0.971
H 1.075 7.038 -1.329
H 3.788 6.991 -3.909
H 3.829 5.231 -4.112
H 4.441 5.961 -2.629
H 3.735 4.991 -0.715
H 3.569 2.853 0.511
H 0.430 3.849 -3.230
```